ORCA calculation (wB97M-V/def2-TZVPD) on C5H12O2 in the gas phase.

The geometry in XYZ format:
```
19
Properties=species:S:1:pos:R:3:nbo_charge:R:1
C -1.52414 -0.76050 1.32874 -0.25
O -0.33299 -0.06723 1.08091 -0.57
C -0.22542 0.59722 -0.19965 0.10
C -0.25149 2.11587 -0.03424 -0.63
C 1.07484 0.13669 -0.86388 -0.45
C 1.19377 -1.38682 -0.92680 -0.06
O 1.22721 -1.95853 0.36221 -0.74
H -2.32850 -0.04059 1.49512 0.17
H -1.38070 -1.37360 2.23288 0.20
H -1.81624 -1.46788 0.52378 0.18
H -1.07935 0.28778 -0.82042 0.17
H 0.59665 2.45031 0.57579 0.22
H -1.18289 2.45265 0.43267 0.21
H -0.17126 2.59942 -1.01873 0.21
H 1.92855 0.52738 -0.28993 0.21
H 1.11646 0.56919 -1.87439 0.22
H 0.35512 -1.78804 -1.52722 0.15
H 2.12716 -1.65041 -1.43788 0.18
H 0.75856 -1.32400 0.91788 0.48
```

As for the energy relative to the best compared isomer or geometry (same formula, charge and spin): 28.7 kcal/mol. For the gap between HOMO and LUMO, the calculation gives 10.7 eV.

ORCA calculation (wB97M-V/def2-TZVPD) on 2 unconnected molecules or ions with the total composition C4H8N2Si in a non-equilibrium geometry.

The geometry in XYZ format:
```
15
Properties=species:S:1:pos:R:3:nbo_charge:R:1
C 0.28523 0.09137 2.20946 -0.09
C 0.83241 0.43640 3.40858 -0.12
C 1.42523 1.87906 1.84101 0.44
C 0.40260 0.08423 -2.24225 -1.09
N 0.65113 0.98972 1.24537 -0.52
N 1.55614 1.58046 3.15415 -0.58
Si -1.22902 0.06747 -1.30620 0.72
H -0.34001 -0.75638 1.99443 0.22
H 0.78962 -0.01001 4.38324 0.22
H 0.90621 -0.87595 -2.16727 0.24
H 0.26523 0.31032 -3.29854 0.24
H 1.06577 0.83394 -1.81184 0.25
H 2.06803 2.11786 3.83648 0.42
H -1.62752 -1.06971 -0.50306 -0.17
H -2.15360 1.17727 -1.43177 -0.16
```

As for the energy relative to the best compared isomer or geometry (same formula, charge and spin): 97.0 kcal/mol. For the gap between HOMO and LUMO (alpha / beta), the calculation gives 9.9 / 4.4 eV.